No. 1
81
Properties=species:S:1:pos:R:3 method="wB97M-V/def2-TZVPD" charge=-1 e_homo_ev=-4.55 relative_energy_kcal_mol=1.0
C 3.465 1.235 0.010
H -4.493 1.179 1.963
C 1.190 1.565 -0.549
C -0.027 -0.439 -3.497
H -1.236 0.354 5.652
H 1.377 -3.925 -4.177
H 2.254 -4.353 1.129
H -2.143 -5.858 -0.053
H -1.126 2.745 6.209
C -0.110 -2.712 -3.175
C 3.659 -2.816 -1.523
C -1.298 -0.805 3.231
H -2.276 2.741 -2.884
C 2.947 -4.165 0.321
O -1.009 1.269 1.218
C 1.076 -0.549 -4.366
C -4.208 1.890 1.195
C -1.152 -4.093 -0.053
H -1.526 -2.779 3.960
H -1.145 6.604 3.979
H 0.335 2.201 -0.751
H -0.992 3.672 2.003
H -0.601 -3.548 -2.687
N 0.952 0.248 -0.555
C 3.998 -5.041 0.078
C -3.133 2.327 -0.949
Sr -1.357 -0.554 -0.103
H -4.872 3.604 2.273
C -1.112 2.404 5.182
C 4.881 -4.812 -0.971
C 1.637 -2.074 -0.267
H 2.441 -1.960 -5.266
N -1.270 -5.437 0.212
O -1.038 4.661 4.528
C 2.764 -3.036 -0.476
H 3.522 -1.947 -2.158
C -1.174 1.080 4.848
C -1.024 2.967 2.820
C 1.582 -1.846 -4.613
C 4.708 -3.692 -1.774
C 3.232 -0.128 0.001
C -2.298 1.986 -2.086
O -3.424 0.103 -0.149
H -2.280 -1.555 5.009
C -1.414 -1.784 4.382
C 0.034 1.956 -3.753
C 1.649 0.612 -4.945
H -0.524 -1.752 5.015
C -0.563 0.859 -3.188
N -0.605 -1.533 -2.912
C 1.000 -2.923 -4.024
C -1.103 5.634 3.492
Cl -4.311 5.867 0.608
H 4.452 1.613 0.250
C 1.132 1.833 -4.639
H -0.428 -5.981 0.122
H -1.992 5.499 2.872
C -1.066 1.585 2.451
H 2.568 3.184 -0.275
H 5.696 -5.501 -1.162
H -0.305 2.949 -3.477
H -3.100 4.404 -1.526
N -1.575 0.928 -2.201
C -3.568 1.356 0.025
C 1.951 -0.605 -0.287
H 5.388 -3.498 -2.596
H -0.218 5.587 2.853
H 2.501 0.509 -5.608
C -1.054 3.355 4.134
C -4.027 4.144 0.365
N 0.148 -3.741 -0.026
C 2.428 2.111 -0.275
C -1.171 0.619 3.512
C -4.414 3.230 1.365
O -1.330 -1.280 2.095
S -2.581 -3.221 -0.413
N 0.401 -2.412 -0.095
H 4.124 -5.911 0.712
C -3.417 3.695 -0.769
H 4.026 -0.826 0.233
H 1.573 2.729 -5.059


No. 2
81
Properties=species:S:1:pos:R:3 method="wB97M-V/def2-TZVPD" charge=-1 e_homo_ev=-4.13 relative_energy_kcal_mol=23.5
H 2.299 0.746 -5.707
C 2.413 -3.533 4.517
C 3.825 5.104 -1.079
H -4.442 2.180 -0.785
C 1.243 -3.688 3.834
O -1.133 -0.163 1.181
C -2.376 2.231 -2.255
H -0.857 -3.999 2.473
C 3.009 4.001 -0.903
C 1.094 -3.196 2.520
H -3.198 1.955 4.879
N 2.011 -0.602 -2.105
C -4.122 -3.757 -1.269
H -4.811 1.766 5.613
N -0.483 -2.957 0.710
C 3.403 2.746 -1.367
C 2.560 1.542 -1.166
S 1.388 0.319 2.899
H 5.689 5.837 -1.847
C -0.155 -3.394 1.884
C 5.450 3.734 -2.185
H -5.656 2.318 1.334
C -2.707 1.188 0.030
C 1.993 -0.989 -4.466
H 4.954 1.658 -2.363
C -2.360 -1.508 -3.617
H 2.621 2.246 -3.773
N 2.063 1.212 -0.001
C -4.677 1.864 1.283
H -2.434 0.283 3.304
C 1.870 -1.403 -3.148
H -3.194 1.736 -2.778
C 2.245 0.358 -4.697
N 2.299 2.053 0.988
H 1.866 -1.680 -5.287
H -2.471 -1.008 -4.571
H 2.053 4.097 -0.415
C -2.719 -4.009 0.673
C -1.696 -3.236 0.135
C 4.636 2.630 -2.009
H -3.930 0.341 5.013
H -2.623 -4.424 1.667
H -5.046 -3.951 -1.799
H 2.256 3.718 2.657
C 2.201 -2.522 1.877
C 5.049 4.975 -1.717
H 4.223 -1.860 2.206
O -0.721 0.895 -1.236
C -1.189 -1.324 -2.865
H -4.660 -4.889 0.446
C 1.940 1.757 2.233
Cl 2.574 -4.162 6.135
C -3.142 -2.933 -1.855
H 0.404 -4.178 4.311
N 2.155 2.812 3.086
C 3.401 -2.395 2.662
H 1.720 2.754 3.989
O 2.146 -2.075 0.707
O -4.802 1.614 3.615
C -4.088 1.373 2.471
C 2.422 1.196 -3.619
C -2.179 0.528 1.200
C -1.862 1.353 -1.116
H 3.505 6.071 -0.714
C 2.325 0.683 -2.311
H -0.412 -0.676 -3.239
H 6.404 3.624 -2.684
Sr 0.550 -0.744 0.028
C -3.331 -2.328 -3.115
H -2.724 3.191 -1.879
C -3.903 -4.270 -0.019
H -4.248 -2.516 -3.664
C -2.895 0.713 2.427
N -0.965 -1.896 -1.711
H 1.639 -2.435 -2.916
C 3.506 -2.872 3.932
H 4.414 -2.738 4.504
H -1.560 2.400 -2.953
C -3.985 1.780 0.110
C -1.920 -2.674 -1.168
C -4.139 1.400 4.838


No. 3
79
Properties=species:S:1:pos:R:3 method="wB97M-V/def2-TZVPD" charge=+1 e_homo_ev=-10.13 relative_energy_kcal_mol=12.8
H 3.058 -0.562 2.729
C -1.701 2.109 1.895
H -6.568 -1.727 -4.961
H 6.094 -1.028 -1.155
H -7.357 -1.597 -3.369
C 5.084 -0.800 2.074
C -6.853 -1.047 -4.161
Pb -1.403 -0.753 -2.000
P 1.442 -0.536 0.256
C 0.780 0.955 -5.856
C 0.700 0.649 1.270
C 0.049 0.347 4.381
H -3.558 2.027 -3.108
H -1.901 2.193 4.035
H 0.618 -2.050 2.701
H -1.703 2.306 -0.254
C -2.490 4.050 0.697
N -3.721 -0.071 -2.679
C 0.130 -0.160 5.669
C -0.242 -1.115 -5.136
C 0.520 -2.689 1.836
C -2.818 4.657 1.905
C 3.722 -0.653 1.876
C 0.108 -4.003 1.999
H 0.286 -5.040 -1.223
C 3.216 -0.637 0.579
C -1.727 -1.201 3.884
H -2.443 -1.616 3.184
H 6.452 2.481 -0.160
H 1.032 -2.727 -1.525
C -5.363 0.957 -3.778
C 5.937 -0.932 0.984
H -0.654 -1.581 7.069
C 5.431 -0.926 -0.307
C 5.414 2.381 -0.457
H 3.770 1.840 -3.203
H -0.124 -4.371 2.990
Te 1.478 2.528 1.383
H -4.641 -2.001 -2.732
C -4.658 -0.950 -2.973
H 0.853 0.247 6.363
N 5.191 2.146 -1.745
C 4.067 -0.776 -0.513
C -0.880 -0.172 3.479
C -1.649 -1.702 5.175
C 0.105 -1.693 -6.402
S -1.050 -2.232 -4.054
C -4.148 1.130 -3.190
C 4.406 2.488 0.493
N -5.677 -0.372 -3.629
N 1.360 1.621 -6.592
H -0.313 -5.869 1.033
C 3.929 2.027 -2.146
H -7.531 -0.297 -4.556
H -6.018 1.641 -4.287
H 7.001 -1.044 1.146
C 2.840 2.134 -1.289
C 0.347 -4.384 -0.365
C -0.718 -1.186 6.064
H -2.312 -2.499 5.484
H -2.879 4.452 4.037
C -1.947 2.779 0.693
C 0.082 0.172 -4.880
C 0.758 -3.072 -0.534
N 0.377 -2.191 -7.402
H 4.652 2.656 1.532
H 1.835 2.031 -1.680
C -2.056 2.711 3.097
P -1.049 0.419 1.765
C 0.828 -2.213 0.565
H 0.712 1.151 4.088
S -0.250 1.053 -3.400
C -2.611 3.985 3.099
C 3.097 2.353 0.058
H 5.481 -0.819 3.080
H -3.245 5.651 1.911
C 0.011 -4.846 0.900
H 3.674 -0.752 -1.523
H -2.666 4.566 -0.237


No. 4
83
Properties=species:S:1:pos:R:3 method="wB97M-V/def2-TZVPD" charge=+1 e_homo_ev="-11.01 / -11.31" relative_energy_kcal_mol=0.0 spin_multiplicity=6 s2=8.764
H 2.781 1.009 -3.047
H -0.930 2.223 -3.389
C 1.401 2.414 1.313
C -1.159 -4.244 0.238
H 5.341 -2.391 -2.677
C -5.446 -0.166 -0.138
C -2.147 3.803 0.354
H -0.778 -4.174 -1.869
H -1.476 -4.590 2.329
C -1.809 -0.042 -5.727
N -0.759 0.017 2.724
H -5.507 -0.768 -1.043
H -0.215 -6.590 -2.019
C 4.167 -0.616 -2.936
H 4.265 2.864 3.853
C -0.550 -6.926 0.074
C 2.182 -1.979 -1.544
N 0.685 1.722 -1.312
H 2.804 -0.793 4.129
C -0.486 0.106 -3.282
C -2.143 6.060 -0.466
H -5.849 -0.725 0.705
C 2.711 2.135 0.936
H -2.651 7.001 -0.623
H 0.876 4.616 -0.959
C 3.462 2.746 3.138
H 4.757 2.078 1.568
C -1.661 1.180 -5.093
H 0.634 2.437 -2.026
C -0.165 4.711 -0.671
H -1.171 0.491 5.898
H 4.941 -0.087 -3.475
C -1.307 -1.196 -5.137
O 1.428 0.004 6.719
C -2.803 5.011 0.155
H -0.256 -2.028 -3.473
Br -0.130 -8.756 -0.038
H -2.053 2.080 -5.546
C 0.449 -0.271 3.176
H -6.002 0.760 -0.272
C 1.957 -0.682 -1.991
C 4.389 -1.914 -2.489
P 0.016 2.074 0.218
C -0.806 -4.801 -0.989
P 0.365 0.094 -1.692
H 0.104 3.071 2.910
C -1.209 -5.037 1.381
H -2.462 0.560 3.702
H -0.939 -7.010 2.182
C 1.429 -0.721 2.147
H 1.422 -2.501 -0.976
C 2.951 -0.002 -2.693
C -0.906 -6.384 1.302
C -0.496 -6.146 -1.075
C -0.760 0.264 4.929
N -1.489 0.329 3.800
H -1.424 -2.153 -5.629
O 0.945 -0.705 0.942
H 3.577 -3.601 -1.443
H -3.826 5.134 0.483
C -1.452 -2.809 0.332
H 1.940 3.366 4.521
O -1.625 -2.220 1.441
C 3.399 -2.596 -1.799
C 1.628 -0.245 5.560
C 3.739 2.305 1.854
O 2.558 -1.063 2.446
H -2.666 2.980 0.830
N -2.950 0.395 0.324
O -1.446 -2.055 -0.701
C -0.831 3.643 -0.064
H 2.922 1.757 -0.055
C -0.651 -1.124 -3.922
C -0.824 5.910 -0.880
C 0.516 -0.116 4.572
H -0.307 6.735 -1.352
H -2.316 -0.099 -6.681
C 1.124 2.859 2.606
C -1.006 1.255 -3.870
Fe -0.940 -0.424 0.536
C 2.154 3.027 3.516
O 2.814 -0.620 5.102
C -4.050 0.145 0.120


No. 5
95
Properties=species:S:1:pos:R:3 method="wB97M-V/def2-TZVPD" e_homo_ev="-7.16 / -7.12" spin_multiplicity=4 s2=3.776
N 2.959 0.882 -0.262
H 4.383 -1.991 -2.639
F 4.182 2.349 4.988
Re 0.765 -0.245 -0.850
C -1.728 5.016 0.145
N 2.658 -0.912 -2.190
F -1.480 -2.163 0.599
C -4.614 0.045 -0.094
O -0.596 3.631 -2.700
C -5.706 -1.519 -1.556
C -3.314 -1.263 -1.645
C 0.392 -3.299 -0.298
C 3.918 2.031 3.714
C -2.177 0.537 2.192
C -5.775 -0.560 -0.554
H -4.423 -2.611 -2.884
C -3.161 -0.669 4.044
C -2.108 1.454 4.430
C 2.633 -2.288 2.560
H 2.495 -2.044 -3.991
C 1.161 -4.468 -0.194
F 1.611 2.432 4.007
Sb -1.673 0.665 0.118
C 0.872 -5.490 0.690
S 1.410 -1.653 3.569
H -3.162 -1.381 2.036
H 0.009 -2.651 -3.154
C 0.942 -2.607 -2.586
O 0.558 1.647 -3.729
H -1.266 2.421 2.728
H -3.848 2.218 -1.467
H 2.513 0.997 -3.013
O 0.656 1.892 -1.239
H 4.043 0.200 -3.361
C 1.860 -1.560 -3.239
C 3.717 -1.839 -1.783
O 1.967 3.445 -2.690
C 2.481 -1.823 1.304
F -0.453 -6.345 2.447
N 0.711 -2.250 -1.166
C 4.640 1.273 1.541
H -1.758 2.369 -3.381
H 3.300 -2.796 -1.495
H -1.806 2.246 5.102
C -0.949 -4.228 1.528
F 2.284 -4.628 -0.919
C 3.342 1.262 0.978
H 4.872 0.477 -1.149
H 1.870 4.256 -3.195
O -1.939 1.502 -3.799
C 4.919 1.643 2.844
C -3.378 -0.305 -0.637
H -2.362 -1.535 -2.079
F 1.086 1.838 1.501
C -1.369 3.691 0.333
C -2.783 0.344 4.915
H 1.404 -3.591 -2.634
C -4.478 -1.869 -2.099
C -2.860 -0.576 2.692
H -6.731 -0.283 -0.130
H -3.016 0.270 5.969
H -6.611 -1.990 -1.916
P 0.561 2.728 -2.514
H -3.691 -1.537 4.415
F 1.660 -6.569 0.736
C -3.597 4.327 -1.200
H 4.175 2.014 -1.595
H -3.111 6.370 -0.779
C -2.841 5.334 -0.622
H -4.454 4.573 -1.813
C 3.285 0.365 -2.584
H 3.393 -2.956 2.926
C 3.921 0.975 -1.346
C 2.631 2.054 3.219
H -0.468 3.460 0.884
C 0.772 -0.805 2.264
H -4.682 0.791 0.690
O -0.554 -0.309 -4.960
F 6.183 1.583 3.285
C -0.661 -3.236 0.604
H 3.104 -2.054 0.472
O -0.587 -0.079 -2.388
H -0.083 -0.165 2.389
H 4.307 -1.427 -0.971
P -0.657 0.585 -3.811
F 5.704 0.855 0.816
C -3.254 2.995 -1.002
C -0.185 -5.375 1.573
H 1.309 -0.798 -3.768
C 2.380 1.708 1.909
N 1.414 -0.963 1.130
C -1.808 1.552 3.077
H -1.124 5.801 0.579
F -1.984 -4.077 2.359
C -2.144 2.678 -0.229


No. 6
80
Properties=species:S:1:pos:R:3 method="wB97M-V/def2-TZVPD" charge=-1 e_homo_ev=-2.56
C 0.613 5.510 -1.012
H -2.151 0.370 -3.473
H 2.923 2.854 5.116
H 1.268 -3.535 1.890
N 1.633 -5.487 1.359
H 4.177 -6.414 -0.627
O -1.562 2.843 -0.201
H -5.762 2.199 1.216
N 2.886 -3.595 0.645
C -0.498 -0.754 2.710
C -5.475 -1.162 1.067
C -2.001 -4.700 -2.131
P -2.098 -0.166 -1.112
C 0.751 0.603 3.926
H 1.531 4.941 -0.953
H 2.355 -2.221 -1.261
C -2.917 -3.897 -2.795
C 5.127 -2.518 -1.101
H -0.419 -4.756 -0.686
C 1.442 1.344 4.878
C 0.645 6.895 -1.090
C -5.359 1.228 0.955
C 2.356 2.268 4.404
C 4.955 -0.076 -1.145
N -0.204 -0.386 3.999
H -2.751 1.705 -2.480
C -2.117 -1.953 -1.599
H -3.823 0.323 -2.814
N 0.184 -0.095 1.828
C 1.915 -4.187 1.309
Cl -0.523 9.324 -1.336
C 4.848 -3.800 -0.770
C -2.791 0.627 -2.629
H 3.268 3.228 2.722
H 5.620 -4.526 -1.001
H -6.952 0.147 1.913
Pd 0.101 0.278 -0.529
H -3.875 -2.232 0.132
C 4.210 1.084 -1.240
H 1.972 1.902 1.019
H 1.584 7.433 -1.078
H 1.277 1.210 5.940
C 1.865 1.746 2.085
C -1.781 5.543 -1.091
C 3.517 -5.764 -0.069
C 2.909 -1.297 -1.227
O 0.315 2.697 -1.458
H -5.975 -2.065 1.400
C 4.310 -1.317 -1.120
C 2.832 0.988 -1.347
C -4.182 1.138 0.229
C 2.459 -6.265 0.655
C 3.714 -4.373 -0.073
C -0.621 3.300 -0.872
H 2.209 1.866 -1.479
C -2.986 -2.539 -2.517
H 6.037 -0.028 -1.089
H -0.458 -2.288 -0.300
H -2.718 5.001 -1.079
H -0.598 -0.778 4.833
H 6.139 -2.347 -1.456
C -1.768 6.926 -1.192
H -2.690 7.488 -1.268
H -1.228 -1.518 2.489
H -3.642 2.030 -0.059
H 2.250 -7.329 0.694
H 4.687 2.056 -1.242
C 0.972 0.785 2.546
C -1.170 -2.764 -0.973
H -1.968 -5.764 -2.333
C 2.556 2.475 3.033
C -3.638 -0.107 -0.101
N 2.192 -0.190 -1.341
C -6.022 0.077 1.362
H -3.587 -4.334 -3.526
H -3.729 -1.934 -3.023
C -1.128 -4.131 -1.214
C -0.550 7.586 -1.191
C -4.290 -1.256 0.349
C -0.595 4.825 -1.005


| no. | calculated total energy (Ha) |
| --- | --- |
| 1 | -2984.88643 |
| 2 | -2984.85047 |
| 3 | -3679.53270 |
| 4 | -6657.50406 |
| 5 | -4610.61297 |
| 6 | -2821.02952 |